Here is 5 unconnected molecules or ions with the total composition C2H16N2O4 at a distorted geometry from the Open Molecules 2025 dataset. Energies are from the ωB97M-V functional and the def2-TZVPD basis.

Summary:
E_HOMO in eV: -9.22
SMILES: CNCN.O.O.O.O
Calculated total energy in eV: -13502.45629
Orbital gap in hartree: 0.358
Charge: 0

Bonds (Å) are listed after each position.
Positions of all 24 atoms, in Å:
1 C 0.512 0.209 0.907  N2 1.459, H5 1.166, H6 1.149, H7 1.131
2 N -0.867 -0.244 0.754  C1 1.459, C3 1.492, H8 1.039
3 C -0.926 -1.328 -0.270  N2 1.492, N4 1.460, H9 1.106, H10 1.167
4 N -0.764 -0.709 -1.583  C3 1.460, H11 1.042, H12 1.000
5 H 1.161 -0.293 1.735  C1 1.166
6 H 1.096 0.406 -0.062  C1 1.149
7 H 0.384 1.293 1.201  C1 1.131
8 H -1.202 -0.528 1.696  N2 1.039
9 H -1.924 -1.778 -0.116  C3 1.106
10 H -0.059 -2.097 -0.128  C3 1.167
11 H -1.610 -0.766 -2.188  N4 1.042
12 H -0.616 0.276 -1.495  N4 1.000
13 O -2.533 2.304 0.573  H14 1.016, H15 1.002
14 H -1.909 1.504 0.521  O13 1.016
15 H -2.757 2.572 -0.366  O13 1.002
16 O -2.604 0.383 2.617  H17 0.899, H18 1.059
17 H -2.267 0.679 3.396  O16 0.899
18 H -2.931 1.257 2.115  O16 1.059
19 O 3.739 0.115 0.095  H20 0.987, H21 0.925
20 H 4.162 -0.744 -0.145  O19 0.987
21 H 4.186 0.748 -0.408  O19 0.925
22 O 2.813 -1.284 -3.189  H23 0.973, H24 0.965
23 H 1.842 -1.234 -3.224  O22 0.973
24 H 3.074 -0.738 -2.437  O22 0.965